No. 1
Formula: C40H104N6O14
Source: the OMol25 dataset
Level of theory: the ωB97M-V functional and the def2-TZVPD basis

```
164
Properties=species:S:1:pos:R:3
C -4.49156 1.25180 -5.36717
O -3.26694 0.97060 -6.04093
C -3.41103 0.07616 -7.14181
C -2.07359 -0.56032 -7.52198
C -1.40027 -1.35145 -6.37732
N -1.14008 0.47005 -8.02331
H -4.58204 0.42712 -4.65298
H -5.29510 1.43184 -6.08171
H -4.31461 2.14914 -4.77330
H -4.20918 -0.64684 -6.93027
H -3.77239 0.72862 -7.94988
H -2.38368 -1.28441 -8.28001
H -2.13835 -1.96203 -5.86111
H -0.95169 -0.62953 -5.68645
H -0.50166 -1.88282 -6.68892
H -1.40387 1.32581 -7.53852
H -1.40563 0.63020 -8.99284
C -3.37178 -0.41415 2.64727
O -2.31795 -0.31850 3.58354
C -2.39357 -1.21884 4.68124
C -3.28339 -0.81099 5.85313
N -4.71529 -0.77969 5.56530
C -5.54814 -0.10491 6.55942
C -5.38741 1.43231 6.53370
O -6.29612 2.08120 7.42368
C -7.65443 1.95838 7.05390
H -3.67987 -1.42047 2.34625
H -2.92888 -0.04416 1.71220
H -4.19868 0.25360 2.89704
H -1.40292 -1.22627 5.14633
H -2.62390 -2.22937 4.32689
H -2.90610 0.17669 6.16471
H -3.08542 -1.47900 6.69625
H -4.83924 -0.38030 4.65206
H -5.32735 -0.49942 7.54956
H -6.54569 -0.37256 6.21885
H -5.53109 1.79024 5.50406
H -4.40197 1.78489 6.83488
H -8.05146 0.97614 6.80819
H -7.83337 2.65626 6.22363
H -8.24906 2.36636 7.87340
C 5.62042 -4.04563 -1.86522
O 5.25317 -2.88647 -2.56093
C 4.16964 -2.18350 -1.99270
C 3.84796 -1.05765 -2.95976
N 3.56598 -1.54737 -4.30014
C 2.95380 -0.52110 -5.15221
C 2.57969 -1.02250 -6.51693
O 3.72419 -1.07430 -7.33900
C 3.45434 -1.37953 -8.68936
H 6.61144 -4.39272 -2.15028
H 4.89079 -4.83707 -2.07387
H 5.65908 -3.92694 -0.77549
H 4.44714 -1.66369 -1.06308
H 3.34800 -2.89414 -1.83987
H 4.67496 -0.33687 -2.93809
H 2.94430 -0.56364 -2.58366
H 4.47074 -1.79589 -4.68682
H 3.67548 0.28995 -5.33700
H 2.13397 -0.04903 -4.60869
H 1.85665 -0.33230 -6.98038
H 2.06757 -1.99466 -6.53389
H 3.44605 -2.46074 -8.83647
H 4.21110 -0.90462 -9.31369
H 2.51465 -0.89452 -8.97948
C -1.88111 3.06748 -0.24568
O -2.44816 2.94865 -1.53241
C -2.90210 1.64452 -1.86721
C -1.78777 0.67917 -2.29040
N -1.22819 0.00972 -1.12673
C -0.03600 -0.77584 -1.51327
C 0.63170 -1.21899 -0.25140
O 1.02240 -0.10094 0.51407
C 1.80859 -0.33636 1.65666
H -1.64527 4.09736 -0.00291
H -0.97370 2.44980 -0.26524
H -2.45878 2.54248 0.52856
H -3.68197 1.67121 -2.62491
H -3.41737 1.27117 -0.97406
H -1.01800 1.27063 -2.80748
H -2.23043 -0.01901 -3.00261
H -0.91054 0.66322 -0.42411
H 0.57657 -0.13321 -2.15867
H -0.37769 -1.62113 -2.11346
H 1.55600 -1.75613 -0.52443
H 0.09427 -1.94180 0.37098
H 2.83560 -0.54878 1.33811
H 1.45545 -1.16987 2.26999
H 1.79901 0.59021 2.22765
C -3.98515 -6.62213 4.17613
O -2.65536 -6.20016 4.04667
C -2.51147 -4.80210 4.02840
C -1.09237 -4.49185 3.56690
N -0.11756 -5.10386 4.45202
C 1.28918 -4.98235 4.08310
C 1.65054 -5.47528 2.69485
O 1.42502 -4.47790 1.73689
C 1.77004 -4.84380 0.42469
H -3.93649 -7.67758 4.45123
H -4.72793 -6.49222 3.38397
H -4.46933 -6.17718 5.05954
H -2.62056 -4.33604 5.02168
H -3.28765 -4.29106 3.44794
H -0.91247 -3.42898 3.38386
H -1.01794 -4.90643 2.54732
H -0.45698 -6.03348 4.65385
H 1.81849 -5.57068 4.83183
H 1.58119 -3.93596 4.18104
H 1.20198 -6.43379 2.39419
H 2.71609 -5.77613 2.75130
H 1.22566 -4.17881 -0.24872
H 1.56415 -5.84388 0.02806
H 2.84339 -4.66918 0.28445
C -0.87848 4.90424 -6.90552
O -0.43153 5.39481 -5.68950
C 0.31268 4.46196 -4.88810
C 0.71411 5.09475 -3.54822
N 1.04415 4.04476 -2.61011
C 2.33344 3.41741 -2.77874
C 2.70910 2.72287 -1.44359
O 3.98343 2.11265 -1.59592
C 4.55821 1.77185 -0.36811
H -0.10021 4.66544 -7.64645
H -1.43750 5.69161 -7.41814
H -1.54429 4.03713 -6.81752
H 1.21342 4.36420 -5.50722
H -0.27437 3.55733 -4.71875
H -0.07390 5.73090 -3.13115
H 1.54609 5.79717 -3.61121
H 0.30972 3.39729 -2.37598
H 3.16786 4.06756 -3.03503
H 2.34050 2.59955 -3.51394
H 1.92462 1.98321 -1.23975
H 2.77875 3.42557 -0.60893
H 3.86859 1.24831 0.29661
H 5.12106 2.57186 0.13727
H 5.44106 1.15383 -0.57974
C -0.74968 4.07181 3.78480
C -2.03205 3.27325 3.54607
O -3.03008 4.18823 3.06089
H -0.39860 4.65943 2.94070
H 0.00585 3.37677 4.16564
H -0.93304 4.78609 4.59343
H -2.48674 2.86094 4.43976
H -1.74635 2.60625 2.72795
H -3.05310 4.27968 2.10735
C 4.43703 2.74883 3.56615
C 5.61367 3.65935 3.36322
O 5.24061 4.84208 2.61756
H 3.84410 2.46680 2.69691
H 3.77296 3.26641 4.26593
H 4.76276 1.82859 4.05930
H 6.47779 3.26472 2.83123
H 5.96403 4.05315 4.32347
H 4.51112 5.25270 3.09372
C 2.49462 0.43134 5.70905
C 2.90295 -0.99223 5.22873
O 4.33448 -1.03263 5.39992
H 1.42547 0.44214 5.45903
H 3.06520 1.13152 5.11268
H 2.57333 0.47680 6.79395
H 2.71965 -1.04393 4.15830
H 2.30430 -1.70762 5.79832
H 4.46984 -0.78594 6.32150
```

Values from the calculation:
* ΔE to the lowest compared entry with this formula, charge and spin: 0.0000 eV
* frontier orbital gap: 8.959 eV
* E_HOMO: -8.4 eV
* SMILES: COC[C@H](C)N.COCCNCCOC.COCCNCCOC.COCCNCCOC.COCCNCCOC.COCCNCCOC.CCO.CCO.CCO

Atom charges from the Mulliken analysis, given in e for atoms 1 to 8: atom 1 (C): -0.86, atom 2 (O): -0.15, atom 3 (C): -0.95, atom 4 (C): 0.37, atom 5 (C): -1.18, atom 6 (N): -0.54, atom 7 (H): 0.31, atom 8 (H): 0.41

No. 2
Formula: C40H107N7O14V
Source: the OMol25 dataset
Level of theory: the ωB97M-V functional and the def2-TZVPD basis

```
169
Properties=species:S:1:pos:R:3
V -13.56809 23.25866 -9.62438
O -14.77991 24.00829 -8.04174
C -15.59063 22.94152 -7.56164
C -15.03481 21.48112 -7.96598
O -14.41042 21.25664 -9.20550
H -16.60515 23.19451 -7.89927
H -15.72333 22.96116 -6.47264
H -15.83659 20.73711 -7.85907
H -14.39941 21.12838 -7.14170
C -15.97492 16.23841 -8.87790
O -16.87860 17.23336 -9.22449
C -16.77372 18.41992 -8.44296
C -17.42691 19.63400 -9.16253
N -18.87534 19.68659 -9.05369
C -19.38883 20.93455 -9.56723
C -20.90864 20.92455 -9.49717
O -21.49042 19.81904 -10.21386
C -22.91505 19.77192 -10.30834
H -15.89137 16.13842 -7.79283
H -15.00912 16.43820 -9.34847
H -16.41662 15.31918 -9.26466
H -15.72250 18.67834 -8.28809
H -17.23171 18.28545 -7.46056
H -17.16761 19.69153 -10.22469
H -17.10568 20.59022 -8.74255
H -19.41858 18.94064 -9.46860
H -18.94578 21.25856 -10.51436
H -19.07812 21.72061 -8.87034
H -21.45273 21.77878 -9.91352
H -21.34724 20.93981 -8.49414
H -23.18389 19.05757 -11.08430
H -23.36597 20.73926 -10.53652
H -23.23578 19.37689 -9.34198
C -12.36327 21.14331 -12.21669
O -12.14644 21.92580 -11.05911
C -10.88588 21.58128 -10.50648
C -10.99565 21.69111 -8.99324
N -11.69270 22.90692 -8.50968
C -10.68408 24.04003 -8.60435
C -11.37150 25.37241 -8.66690
O -12.35944 25.30392 -9.69225
C -13.08696 26.49973 -9.84123
H -11.49566 21.22884 -12.87391
H -13.27159 21.48638 -12.71212
H -12.56114 20.08215 -12.05081
H -10.16333 22.33298 -10.83768
H -10.38721 20.62672 -10.67818
H -10.09584 21.60054 -8.37878
H -11.59359 20.85817 -8.61410
H -11.65290 22.70509 -7.51394
H -10.12650 23.93389 -9.53770
H -9.88199 23.94193 -7.87136
H -10.72034 26.22881 -8.84645
H -11.95326 25.52107 -7.75327
H -13.85625 26.35939 -10.59890
H -12.50984 27.40448 -10.03559
H -13.72978 26.71821 -8.98233
C -16.98939 22.87698 -11.25906
C -15.95329 23.55902 -12.12173
C -16.66046 24.70595 -12.91765
O -17.69532 24.18030 -13.73854
C -18.56394 25.17924 -14.19656
N -14.96801 24.12243 -11.18993
H -17.50857 23.52596 -10.54975
H -16.57060 22.12136 -10.58929
H -17.71634 22.34194 -11.87015
H -15.45922 22.79971 -12.72874
H -15.93407 25.21579 -13.56291
H -16.93208 25.50985 -12.22817
H -19.59816 24.85833 -14.06400
H -18.35377 25.20711 -15.26934
H -18.38871 26.15204 -13.73658
H -14.52005 24.89402 -11.67399
H -15.63314 24.55787 -10.55362
C -18.31902 28.06217 -9.90409
C -18.08534 26.74788 -9.08806
C -19.31475 25.77960 -9.08714
O -20.46206 26.18447 -8.42747
C -20.31121 26.54862 -7.06044
N -16.80055 26.16796 -9.50329
H -19.07359 28.66022 -9.38777
H -18.72358 27.76153 -10.86953
H -17.47167 28.74708 -9.89464
H -17.87532 26.92723 -8.02961
H -18.95253 24.89681 -8.54164
H -19.46404 25.44152 -10.11374
H -19.41195 27.06828 -6.73078
H -20.33419 25.60484 -6.50718
H -21.20353 27.11906 -6.80932
H -16.70052 25.32028 -8.95079
H -16.04752 26.77445 -9.20739
C -10.29450 24.90870 -4.03079
C -11.54142 24.66968 -4.90083
C -11.97839 23.20110 -4.91873
O -10.89598 22.45066 -5.42888
C -11.14435 21.03984 -5.43422
N -12.56158 25.61061 -4.41081
H -10.21367 25.90031 -3.59188
H -9.48844 24.71138 -4.73891
H -10.30266 24.17448 -3.22412
H -11.38896 25.06493 -5.90552
H -12.86518 23.12985 -5.55893
H -12.24305 22.73924 -3.96315
H -12.01652 20.80917 -6.05354
H -11.26524 20.57493 -4.45578
H -10.33508 20.58774 -6.00829
H -13.41653 25.43303 -4.93630
H -12.75358 25.40026 -3.43748
C -19.99830 20.44055 -3.95187
C -19.52749 20.70579 -5.43343
C -18.40424 21.73411 -5.51720
O -18.90753 23.02711 -5.35058
C -17.87455 24.00810 -5.33217
N -19.23688 19.36175 -5.94329
H -19.34006 19.80512 -3.36295
H -20.94411 19.90230 -4.02134
H -20.10701 21.47700 -3.62855
H -20.35963 21.12205 -6.00880
H -18.02200 21.57166 -6.53228
H -17.61269 21.56638 -4.78103
H -18.30633 24.93422 -4.96178
H -17.33913 24.08967 -6.28156
H -17.12168 23.57339 -4.66894
H -18.95828 19.49425 -6.91494
H -20.09622 18.83129 -6.00377
C -14.87976 20.06639 -4.43214
C -15.63986 19.72727 -3.12732
C -16.60415 18.57547 -3.30706
O -15.91274 17.43031 -3.76722
C -16.79319 16.33585 -3.99079
N -14.53745 19.40456 -2.18606
H -15.49803 20.10210 -5.33142
H -14.03974 19.39257 -4.58899
H -14.60230 21.11415 -4.30558
H -16.09435 20.64596 -2.75637
H -17.37821 18.93644 -3.99301
H -17.13661 18.32559 -2.38393
H -16.25255 15.40706 -4.16735
H -17.43721 16.61592 -4.82530
H -17.37871 16.12074 -3.09290
H -14.96746 19.13533 -1.30892
H -14.09252 18.58912 -2.58956
C -12.36595 16.94789 -7.26991
C -13.29953 18.11284 -7.44841
O -13.34172 18.50993 -8.80328
H -12.77548 16.01765 -7.66507
H -11.98795 16.77851 -6.26295
H -11.53602 17.17457 -7.94356
H -13.00978 19.02409 -6.91673
H -14.30225 17.86539 -7.08475
H -13.75668 19.38473 -8.78624
C -16.00904 17.14013 -11.51517
C -16.05363 18.48667 -10.79846
O -15.19126 19.37811 -11.49320
H -14.98757 16.76044 -11.55059
H -16.30039 17.26150 -12.56022
H -16.64446 16.34542 -11.12360
H -15.70292 18.41706 -9.76519
H -17.02113 18.97892 -10.66890
H -14.83806 20.01082 -10.85621
C -15.54431 27.67278 -4.90640
C -15.33527 26.75274 -6.11337
O -15.07028 25.46294 -5.63569
H -15.60907 28.68106 -5.32046
H -14.84878 27.49920 -4.08847
H -16.55009 27.56422 -4.49484
H -14.58100 27.10402 -6.82401
H -16.25392 26.74826 -6.71107
H -15.09298 24.94682 -6.45803
```

Values from the calculation:
* frontier orbital gap (alpha / beta): 7.140 / 7.591 eV
* E_HOMO (alpha / beta): -7.0 / -7.5 eV
* multiplicity: 4
* <S²>: 3.755

Atom charges from the Mulliken analysis, given in e for atoms 1 to 8: atom 1 (V): 0.86, atom 2 (O): 2.20, atom 3 (C): -0.49, atom 4 (C): 0.65, atom 5 (O): 1.24, atom 6 (H): -0.30, atom 7 (H): 0.34, atom 8 (H): -1.04

How do the records compare in maximum force? In the order shown, they have 2.8; 7.1 eV/A.